Entry 1:
{
  "formula": "C9H6N3OS",
  "method": "the ωB97M-V functional and the def2-TZVPD basis",
  "elements": ["O", "C", "N", "C", "N", "C", "S", "N", "C", "C", "C", "C", "C", "C", "H", "H", "H", "H", "H", "H"],
  "coordinates": [[0.004, -3.413, -0.315], [-0.631, -2.457, -0.189], [-1.384, -1.635, 0.151], [-1.894, -0.344, 0.007], [-3.223, -0.169, 0.178], [-3.957, 0.823, -0.220], [-5.413, 1.369, 0.345], [-1.073, 0.656, 0.008], [0.334, 0.447, 0.110], [1.096, 1.004, -0.924], [2.450, 0.815, -0.936], [3.083, 0.095, 0.035], [2.345, -0.354, 1.053], [0.942, -0.142, 1.189], [-3.703, 1.284, -1.199], [0.518, 1.671, -1.643], [3.080, 1.383, -1.721], [4.179, 0.014, 0.012], [2.856, -0.742, 1.964], [0.390, -0.305, 2.097]],
  "forces_ev_per_angstrom": [[1.63, -1.64, -0.81], [0.01, -0.69, 0.46], [-2.29, 1.41, 0.08], [-0.51, 2.07, 1.03], [0.79, -1.67, 0.67], [0.19, 0.23, -1.90], [-0.50, 0.08, 0.63], [1.08, 0.11, -0.09], [-2.33, 0.65, -0.95], [-1.05, 0.82, -0.72], [0.98, 2.30, -2.90], [1.95, 0.17, -0.85], [-1.45, -0.86, 4.21], [1.96, -0.03, -0.72], [0.50, 0.01, 0.47], [1.06, -1.13, 0.83], [-1.07, -1.16, 1.19], [-0.58, -0.15, 0.13], [-0.33, -0.01, -0.88], [-0.03, -0.50, 0.14]],
  "e_homo_ev": -4.0,
  "lumo_energy_ev": 3.16,
  "charge": -1,
  "homo_lumo_gap_ev": 7.209,
  "e_above_lowest_ev": 0.000,
  "smiles": "O=C=NC(/N=C/[S-])=N\\c1ccccc1"
}


Entry 2:
{
  "formula": "C31H38N6S3",
  "method": "the ωB97M-V functional and the def2-TZVPD basis",
  "elements": ["S", "C", "S", "C", "C", "C", "C", "C", "C", "C", "C", "C", "S", "C", "C", "C", "C", "C", "C", "N", "N", "C", "C", "N", "C", "H", "H", "H", "H", "H", "H", "H", "H", "H", "H", "H", "H", "H", "H", "H", "H", "H", "C", "C", "C", "C", "N", "H", "H", "H", "H", "H", "H", "H", "C", "C", "C", "C", "N", "H", "H", "H", "H", "H", "H", "H", "C", "C", "C", "C", "N", "H", "H", "H", "H", "H", "H", "H"],
  "coordinates": [[3.022, -0.980, 5.436], [2.698, -0.196, 3.958], [2.219, 1.652, 3.911], [0.396, 1.622, 4.419], [-0.320, 3.097, 4.432], [-0.498, 3.795, 2.959], [-0.839, 2.760, 1.734], [0.154, 2.865, 0.393], [-0.143, 1.857, -0.866], [-1.409, 0.786, -0.854], [-2.414, 0.647, 0.463], [-2.055, 1.661, 1.743], [-3.200, 1.436, 3.257], [-3.460, -0.457, 3.278], [-3.487, -1.373, 4.637], [-3.713, -3.014, 4.416], [-3.911, -3.729, 2.948], [-3.844, -2.769, 1.602], [-3.625, -1.141, 1.766], [-3.574, -0.323, 0.495], [2.772, -0.943, 2.626], [2.194, -0.415, 1.322], [2.536, -1.494, 0.133], [3.259, -2.567, 0.917], [3.417, -2.292, 2.396], [-0.128, 0.865, 3.685], [0.303, 1.194, 5.529], [-1.355, 3.075, 5.021], [0.370, 3.834, 5.069], [0.412, 4.514, 2.677], [-1.436, 4.529, 3.043], [1.038, 3.665, 0.405], [0.544, 1.906, -1.813], [-1.619, 0.075, -1.767], [-3.337, -0.888, 5.692], [-3.741, -3.741, 5.361], [-4.082, -4.891, 2.787], [-3.977, -3.210, 0.511], [-4.438, 0.293, 0.542], [1.610, 0.610, 1.266], [2.274, -1.402, -1.006], [3.944, -2.936, 3.249], [-1.727, -5.513, -1.191], [-0.276, -5.762, -1.593], [0.674, -4.672, -1.094], [0.271, -3.330, -1.683], [-0.064, -2.216, -2.171], [-2.115, -4.588, -1.628], [-2.364, -6.330, -1.544], [-1.826, -5.449, -0.101], [-0.219, -5.834, -2.686], [0.044, -6.728, -1.189], [1.702, -4.902, -1.395], [0.647, -4.609, -0.001], [-0.808, 6.510, -1.959], [-0.389, 7.909, -1.517], [0.747, 7.893, -0.492], [0.304, 7.145, 0.754], [-0.064, 6.524, 1.789], [-1.199, 5.922, -1.122], [-1.601, 6.571, -2.711], [0.037, 5.967, -2.397], [-1.262, 8.424, -1.097], [-0.070, 8.479, -2.396], [1.019, 8.918, -0.218], [1.635, 7.406, -0.909], [3.070, -2.519, -4.462], [3.285, -2.300, -5.957], [2.339, -3.135, -6.822], [2.563, -4.613, -6.550], [2.749, -5.840, -6.323], [3.271, -3.555, -4.172], [3.747, -1.882, -3.884], [2.041, -2.273, -4.174], [4.326, -2.542, -6.204], [3.138, -1.239, -6.186], [2.524, -2.933, -7.883], [1.295, -2.882, -6.605]],
  "forces_ev_per_angstrom": [[-0.58, 1.48, -3.09], [-0.19, -1.57, 0.01], [-0.50, -1.45, -0.06], [-1.56, -0.97, 1.05], [0.83, 0.64, 0.26], [-1.13, 0.16, -0.26], [0.27, -1.82, -2.80], [-3.55, -3.09, 0.08], [-2.29, 0.15, 3.18], [0.19, 1.77, 3.33], [4.25, 3.18, -0.43], [1.67, -0.35, -2.83], [1.00, -1.91, -1.50], [-0.09, -3.68, -0.92], [-0.41, -1.87, -4.63], [-0.11, 1.37, -2.59], [0.74, 4.70, -0.05], [0.37, 1.95, 3.65], [0.04, -3.10, 2.97], [0.57, 1.57, 2.33], [-0.21, -0.05, -1.32], [1.46, -2.99, -1.84], [0.48, 2.09, 8.06], [-0.50, 2.19, 2.98], [-2.23, 2.40, -5.12], [0.84, 1.68, 1.47], [0.38, 0.84, -2.48], [2.31, -0.38, -1.46], [-1.42, -1.61, -1.35], [-2.05, -2.09, 0.55], [2.09, -1.53, -0.20], [-2.19, -2.05, -0.08], [-1.55, -0.16, 2.04], [0.62, 1.61, 2.05], [-0.35, -1.14, -2.33], [0.09, 1.96, -2.25], [0.44, 2.81, 0.67], [0.35, 1.07, 2.59], [1.19, -0.88, -0.22], [1.42, -2.40, 0.38], [0.71, -0.59, 2.70], [-1.42, 1.69, -2.40], [-0.14, -0.07, 0.02], [-0.36, -0.15, -0.18], [-0.38, 0.80, -0.58], [-2.03, 7.57, -3.11], [2.62, -8.84, 3.75], [0.10, -0.05, 0.08], [0.08, 0.09, 0.09], [-0.01, 0.02, -0.13], [0.12, 0.00, 0.18], [0.11, 0.18, -0.04], [-0.11, 0.29, 0.05], [0.02, 0.23, -0.17], [-0.08, -0.07, -0.07], [-0.35, -0.13, -0.24], [-0.56, -0.45, 0.83], [-2.17, -4.11, 7.07], [2.89, 5.26, -8.36], [0.11, 0.05, -0.07], [0.15, -0.03, 0.08], [-0.13, 0.03, 0.06], [0.22, 0.01, -0.02], [0.06, 0.02, 0.20], [0.00, -0.24, 0.17], [-0.12, -0.04, 0.20], [-0.04, 0.07, 0.14], [0.26, 0.10, 0.33], [0.40, -0.99, 0.24], [1.02, -8.36, 1.31], [-1.45, 9.78, -1.76], [-0.06, 0.09, -0.09], [-0.11, -0.06, -0.06], [0.13, -0.05, 0.01], [-0.20, 0.04, -0.10], [-0.03, -0.16, -0.11], [-0.07, -0.25, 0.12], [0.12, -0.21, 0.01]],
  "e_homo_ev": -8.0,
  "lumo_energy_ev": -1.06,
  "charge": 0,
  "homo_lumo_gap_ev": 6.986,
  "smiles": "S=C(SCCCc1cccc2c1Sc1ccccc1N2)n1ccnc1.CCCC#N.CCCC#N.CCCC#N"
}